Density functional theory data (ωB97M-V with the def2-TZVPD basis set) for C20H21N3O3 in the gas phase at a distorted geometry.

Values from the calculation:
SMILES: N[C@@H](Cc1ccccc1)C(=O)N[C@@H](Cc1c[nH]c2ccccc12)C(=O)O
Net charge: 0
HOMO-LUMO gap (eV): 8.713
Relative energy (zero: lowest compared OMol25 entry of this formula, charge and spin) (kcal per mole): 24.2

XYZ file:
```
47
Properties=species:S:1:pos:R:3:forces:R:3:mulliken_charge:R:1
O -5.036 -2.563 -0.070 0.23 0.06 0.00 -0.6145
O -1.161 -0.920 -1.411 -0.05 -0.09 0.11 -0.8302
O -3.548 -1.941 -1.579 -0.24 -0.15 0.00 -0.5386
N -2.931 2.178 -1.437 0.23 0.11 0.03 0.0316
N -1.597 -1.727 0.691 -0.06 0.04 -0.35 -0.2013
N 0.990 -2.028 1.245 -0.39 -0.71 -0.79 -0.7584
C 1.602 -1.236 -1.089 0.13 -0.10 -0.12 -1.0343
C -0.777 3.372 -0.887 -0.12 -0.01 -0.12 -0.9311
C 4.625 0.858 -0.118 -0.11 0.73 -0.01 -0.5896
C 0.675 -1.135 0.125 0.07 0.57 0.22 1.3077
C -1.907 1.671 0.497 -0.05 -0.17 -0.15 1.1484
C -3.947 -2.113 -0.333 -0.25 0.05 0.10 0.1775
C 3.340 0.486 -0.493 -0.41 0.74 -0.01 -0.0920
C 0.210 3.448 0.080 -0.11 -0.19 0.03 -0.6256
C -0.795 -1.268 -0.288 -0.07 0.19 0.09 0.3467
C 4.015 -1.823 -0.569 0.38 1.44 0.09 -0.4585
C 5.309 -1.445 -0.204 0.10 -0.36 0.04 -0.5768
C 5.612 -0.108 0.022 0.15 0.16 0.13 -0.3998
C -3.680 1.210 -0.812 0.39 0.26 0.41 -0.7096
C -3.510 -0.233 1.304 -0.36 -0.38 -0.23 -1.3601
C 3.027 -0.849 -0.730 -0.42 -0.32 0.00 0.2626
C -1.831 2.469 -0.664 0.23 0.24 0.03 -0.7733
C -3.057 -1.651 0.836 0.20 0.29 0.03 -0.0859
C 0.152 2.648 1.247 -0.10 0.20 -0.16 -0.6362
C -0.895 1.773 1.468 -0.09 0.11 -0.37 -0.1104
C -3.099 0.856 0.370 0.35 0.28 0.05 0.8346
H 1.573 -2.266 -1.480 0.03 0.22 0.08 0.4484
H -0.737 3.998 -1.789 -0.02 -0.33 0.43 0.3554
H -3.134 2.599 -2.327 -0.05 -0.10 0.09 0.1860
H 1.047 4.129 -0.061 -0.17 -0.12 0.06 0.4355
H -4.585 0.862 -1.246 -0.45 -0.26 -0.29 0.4996
H 0.746 -0.093 0.517 -0.10 -0.55 -0.22 -0.3629
H -4.599 -0.283 1.414 0.11 0.05 -0.03 0.5178
H -0.935 1.167 2.364 0.04 0.00 0.07 0.3470
H 0.931 2.752 1.990 0.04 -0.03 0.01 0.4184
H -3.310 -2.356 1.622 -0.01 -0.04 0.11 0.5023
H 4.838 1.935 0.048 -0.04 -0.93 -0.08 0.3464
H 1.143 -2.977 0.863 0.02 0.65 0.46 0.2492
H 1.197 -0.588 -1.874 0.15 -0.10 0.14 0.3544
H -1.061 -1.977 1.510 -0.05 -0.07 0.23 0.3989
H 6.608 0.207 0.321 -0.07 -0.21 -0.08 0.3678
H 6.083 -2.214 -0.094 -0.30 0.35 -0.04 0.3501
H 3.788 -2.839 -0.761 -0.20 -0.90 -0.13 0.4269
H -2.674 -1.483 -1.614 0.43 0.15 -0.02 0.3946
H 2.568 1.283 -0.597 0.52 -0.77 0.02 0.3296
H 1.839 -1.730 1.688 0.38 0.03 0.17 0.2924
H -3.109 -0.054 2.301 0.11 -0.01 0.02 0.3590
```
Forces are in eV/Å.